Record 1
Here is a gas-phase ion, C29H35N2O3 (charge +1) in a non-equilibrium geometry from the Open Molecules 2025 dataset. Energies are from the ωB97M-V functional and the def2-TZVPD basis.

The geometry in ORCA input format:
```
! wB97M-V def2-TZVPD RIJCOSX def2/J DEFGRID3
* xyz 1 1
C -4.737 1.892 0.302
O -3.681 2.809 0.706
C -2.436 2.356 0.501
O -2.293 1.222 0.035
C -1.359 3.335 0.905
C -1.636 4.749 0.411
C -0.251 5.331 0.058
C 0.756 4.200 0.248
N -0.027 2.974 0.396
C 0.609 1.931 1.066
C 1.188 2.333 2.400
C 1.160 1.232 3.496
C 1.641 -0.070 2.888
C 0.833 -0.489 1.669
C 0.537 0.555 0.599
C 0.881 -0.542 -0.898
C -0.401 -0.736 -1.671
C -1.483 -1.348 -1.050
C -2.650 -1.654 -1.739
C -2.706 -1.288 -3.116
O -3.775 -1.531 -3.921
C -5.011 -2.050 -3.392
C -1.595 -0.659 -3.752
C -0.466 -0.375 -3.022
C 1.522 -1.835 -0.839
C 0.878 -3.073 -0.545
N 1.820 -3.977 -0.077
C 1.638 -5.325 0.414
C 3.091 -3.357 -0.108
C 4.240 -3.816 0.484
C 5.298 -2.896 0.564
C 5.169 -1.582 0.091
C 3.969 -1.118 -0.469
C 2.933 -2.026 -0.575
H -5.671 2.403 0.568
H -4.677 1.719 -0.789
H -4.645 0.927 0.838
H -1.372 3.331 2.008
H -2.294 4.753 -0.477
H -2.138 5.310 1.210
H -0.231 5.683 -0.981
H -0.009 6.183 0.708
H 1.467 4.115 -0.568
H 1.331 4.405 1.158
H 2.262 2.613 2.248
H 0.679 3.249 2.785
H 0.145 1.109 3.893
H 1.823 1.502 4.316
H 1.647 -0.921 3.582
H 2.696 0.062 2.562
H -0.124 -0.970 1.855
H 1.471 -1.310 1.248
H -0.540 0.535 0.191
H 1.541 0.287 -1.207
H -1.410 -1.654 0.003
H -3.458 -2.192 -1.272
H -5.643 -2.084 -4.281
H -4.886 -3.057 -2.970
H -5.442 -1.373 -2.632
H -1.629 -0.455 -4.834
H 0.427 0.101 -3.466
H -0.184 -3.326 -0.574
H 2.573 -5.596 0.916
H 0.799 -5.367 1.124
H 1.478 -6.048 -0.401
H 4.263 -4.837 0.859
H 6.241 -3.266 0.987
H 6.015 -0.910 0.166
H 3.838 -0.095 -0.832
*
```

Calculated values
Frontier orbital gap in eV: 6.1
E_tot in hartree: -1460.93169
SMILES string: COC(=O)[C@@H]1CCC/[N+]1=C1/CCCC[C@@H]1[C@H](c1ccc(OC)cc1)c1cn(C)c2ccccc12
ΔE to the lowest compared entry with this formula, charge and spin in kJ/mol: 204.8

---

Record 2
Here is a molecular structure, C29H35N3O2S4SeTi in a non-equilibrium geometry from the Open Molecules 2025 dataset. Energies are from the ωB97M-V functional and the def2-TZVPD basis.

The geometry in ORCA input format:
```
! wB97M-V def2-TZVPD RIJCOSX def2/J DEFGRID3
* xyz 0 1
Ti 1.539 0.017 -0.899
C -2.457 0.569 3.783
C -1.299 1.130 4.640
S 0.141 1.489 3.608
C 1.186 2.386 4.783
C 1.956 3.524 4.091
S 2.093 3.433 2.292
C 0.574 4.323 1.859
C 0.202 4.146 0.401
S -0.229 2.491 -0.181
C -2.008 2.430 0.112
C -2.490 2.136 1.521
S -2.184 0.419 2.006
H -3.357 1.162 3.945
H -2.699 -0.440 4.114
H -1.049 0.406 5.417
H -1.620 2.046 5.142
H 1.892 1.705 5.259
H 0.563 2.811 5.572
H 2.974 3.564 4.478
H 1.501 4.486 4.328
H 0.737 5.391 2.033
H -0.232 3.988 2.509
H 1.007 4.494 -0.247
H -0.660 4.784 0.179
H -2.378 1.687 -0.595
H -2.415 3.395 -0.206
H -2.008 2.803 2.238
H -3.567 2.318 1.553
O 4.203 -3.065 -1.313
C 3.424 -2.205 -0.962
N 2.980 -1.078 -1.572
C 2.935 -0.575 -2.888
O 2.909 -1.237 -3.909
C 2.599 0.850 -2.787
C 2.260 1.602 -3.961
C 2.254 2.957 -3.902
C 2.573 3.614 -2.672
C 2.761 2.866 -1.554
N 2.681 1.507 -1.571
C 2.804 -2.258 0.450
C 3.144 -3.215 1.385
C 2.495 -3.164 2.616
C 1.543 -2.180 2.864
C 1.264 -1.249 1.871
N 1.896 -1.294 0.704
H 2.081 1.051 -4.873
H 2.048 3.546 -4.785
H 2.661 4.690 -2.626
H 2.978 3.300 -0.586
H 3.876 -3.966 1.132
H 2.733 -3.896 3.376
H 1.019 -2.110 3.805
H 0.531 -0.465 2.013
C -3.702 -5.556 -3.564
C -2.986 -4.347 -3.047
C -3.647 -3.145 -2.856
C -2.993 -2.009 -2.396
C -3.788 -0.751 -2.218
C -1.622 -2.075 -2.125
Se -0.795 -0.429 -1.587
C -0.936 -3.286 -2.288
C 0.515 -3.426 -1.970
C -1.633 -4.395 -2.748
H -4.782 -5.421 -3.527
H -3.455 -6.444 -2.982
H -3.430 -5.765 -4.601
H -4.707 -3.082 -3.065
H -4.851 -0.961 -2.319
H -3.517 -0.003 -2.965
H -3.620 -0.304 -1.236
H 0.710 -3.054 -0.959
H 1.147 -2.866 -2.661
H 0.819 -4.472 -2.008
H -1.093 -5.326 -2.868
*
```

Calculated values
Frontier orbital gap (spin up / spin down) in eV: 6.0 / 6.0
E_tot in hartree: -6284.50926
ΔE to the lowest compared entry with this formula, charge and spin in kJ/mol: 8.9

---

- Which of these has the highest ΔE to the lowest compared entry with this formula, charge and spin?
  C29H35N2O3